{"formula": "C2H9N3O", "method": "ωB97M-V/def2-TZVPD", "species": ["C", "N", "N", "O", "H", "H", "H", "H", "C", "N", "H", "H", "H", "H", "H"], "xyz": [[1.521, -0.119, -0.694], [1.847, -0.913, 0.443], [-0.258, -0.636, -1.278], [-0.635, -1.531, -0.600], [1.443, -0.556, 1.300], [1.559, -1.880, 0.336], [2.017, -0.515, -1.581], [1.949, 0.886, -0.614], [-1.677, 0.624, 0.859], [-0.926, 1.159, -0.241], [-1.457, 1.242, -1.099], [0.245, 0.844, -0.315], [-1.247, 0.945, 1.810], [-1.658, -0.486, 0.851], [-2.723, 0.936, 0.823]], "lowdin_charge": [-0.24, -0.01, -0.04, -0.09, 0.07, 0.06, 0.08, 0.10, -0.20, -0.10, 0.07, 0.10, 0.07, 0.05, 0.08], "homo_energy_ev": -8.01, "lumo_energy_ev": 0.86, "e_tot_ha": -320.920969, "orbital_gap_ev": 8.872, "charge": 0}